[1]
Here is a structure of composition C24H50ClHfIP2Si2 at a distorted geometry from OMol25. Energies are from ωB97M-V with the def2-TZVPD basis set.

XYZ file:
```
81
Properties=species:S:1:pos:R:3:forces:R:3:mulliken_charge:R:1
Hf -0.456 0.441 0.035 0.47 0.12 0.07 0.426
C -2.054 -1.395 -0.528 -0.60 -0.34 -0.16 -0.658
C -1.114 -1.277 -1.589 -0.05 -0.51 0.50 0.204
C 0.165 -1.653 -1.031 -0.11 -0.72 -0.53 0.505
Si -1.561 -0.861 -3.362 0.10 0.49 0.16 -0.180
C -0.005 -1.925 0.340 0.03 -0.99 0.28 0.542
C -1.392 -1.727 0.686 -0.01 -0.30 -0.58 0.238
Si -2.261 -1.994 2.330 0.15 0.54 0.01 -0.164
H -3.151 -1.372 -0.658 0.78 0.52 0.20 0.328
H 1.047 -1.851 -1.665 -0.14 0.46 0.95 0.092
H 0.716 -2.394 1.042 -0.06 0.87 -0.82 0.108
Cl 1.727 1.124 0.443 0.88 0.30 0.16 -0.452
C -4.090 -2.044 2.009 -0.11 -0.01 -0.13 -1.178
C -1.640 -3.534 3.145 -0.17 -0.46 0.02 -1.029
C -3.411 -0.932 -3.516 -0.13 -0.05 0.09 -1.177
C -0.709 -2.013 -4.533 -0.15 -0.40 -0.22 -1.028
H -2.033 -4.398 2.596 0.12 0.02 0.14 0.380
H -2.019 -3.586 4.172 0.05 -0.05 -0.09 0.371
H -0.552 -3.624 3.178 -0.12 0.03 -0.03 0.370
H -4.431 -1.133 1.488 0.09 -0.31 0.24 0.271
H -4.613 -2.126 2.969 -0.06 0.02 -0.20 0.371
H -4.336 -2.917 1.395 -0.10 0.14 0.10 0.341
H -1.146 -3.013 -4.414 0.14 0.09 -0.10 0.379
H 0.370 -2.098 -4.385 -0.13 0.01 0.02 0.367
H -0.888 -1.687 -5.564 0.04 -0.08 0.08 0.369
H -3.759 -1.958 -3.350 -0.08 0.18 -0.07 0.340
H -3.692 -0.621 -4.530 -0.11 -0.05 0.19 0.370
H -3.900 -0.266 -2.784 0.16 -0.21 -0.32 0.273
C -1.855 -0.498 3.414 -0.09 -0.26 0.08 -1.182
C -0.976 0.911 -3.676 -0.05 -0.22 -0.20 -1.182
P -0.187 0.096 2.935 -0.39 0.15 1.17 0.371
H -1.932 -0.774 4.483 0.01 0.27 -0.47 0.673
H -2.589 0.295 3.200 0.23 -0.14 0.02 0.424
P 0.505 1.201 -2.635 -0.10 0.60 -1.07 0.400
H -1.774 1.601 -3.357 0.23 -0.13 -0.02 0.434
H -0.789 1.062 -4.756 -0.12 0.07 0.53 0.676
C 0.956 2.971 -2.971 0.24 0.14 0.43 0.726
C 1.872 0.350 -3.614 0.17 -0.60 0.06 1.058
C 0.953 -1.123 3.810 0.26 -0.54 -0.30 1.099
C 0.088 1.585 4.010 0.36 0.29 -0.30 0.735
C -0.145 2.860 3.187 0.14 0.32 0.20 -1.342
H 1.160 1.527 4.284 -0.45 0.11 -0.12 0.248
C -0.738 1.621 5.300 -0.07 0.09 0.03 -1.521
H -1.817 1.641 5.083 0.34 0.03 0.11 0.280
H -0.482 2.540 5.848 -0.13 -0.21 -0.12 0.471
H -0.523 0.774 5.960 -0.20 0.24 -0.18 0.279
H 0.558 2.958 2.344 -0.21 -0.12 0.31 0.252
H 0.002 3.728 3.857 -0.18 -0.21 -0.42 0.477
H -1.167 2.883 2.776 0.26 0.09 0.21 0.213
H 0.791 -2.072 3.263 0.15 0.39 0.29 -0.386
C 0.648 -1.383 5.306 -0.19 -0.02 -0.08 -1.915
C 2.452 -0.743 3.675 0.19 -0.26 -0.11 -0.982
H -0.416 -1.593 5.493 0.36 0.10 0.08 0.325
H 0.979 -0.538 5.935 -0.19 -0.38 -0.32 0.405
H 1.216 -2.269 5.647 -0.18 0.36 -0.30 0.479
H 2.940 -1.334 2.882 -0.24 0.46 0.21 -0.044
H 2.969 -0.989 4.624 -0.24 0.23 -0.48 0.419
H 2.605 0.327 3.461 0.06 -0.42 0.04 0.243
H 1.627 -0.726 -3.524 0.20 0.44 -0.07 -0.371
C 3.277 0.576 -3.002 0.18 -0.32 0.07 -1.038
C 1.937 0.691 -5.125 -0.22 -0.04 0.03 -1.901
H 0.956 0.617 -5.621 0.39 0.11 0.07 0.316
H 2.610 -0.025 -5.634 -0.26 0.23 0.36 0.483
H 2.366 1.695 -5.290 -0.24 -0.47 0.10 0.413
H 3.589 -0.293 -2.398 -0.21 0.52 -0.06 -0.014
H 3.330 1.479 -2.375 0.09 -0.35 -0.15 0.250
H 4.014 0.677 -3.822 -0.35 0.05 0.43 0.424
C 0.483 3.852 -1.806 0.16 0.36 -0.03 -1.336
C 0.449 3.530 -4.306 -0.06 0.08 -0.01 -1.524
H 2.063 2.970 -2.991 -0.46 0.08 0.05 0.256
H -0.652 3.516 -4.353 0.36 0.06 -0.01 0.278
H 0.848 2.985 -5.168 -0.25 0.17 0.22 0.272
H 0.782 4.575 -4.391 -0.14 -0.24 0.00 0.475
H -0.607 3.768 -1.666 0.29 0.15 -0.09 0.214
H 0.743 4.900 -2.044 -0.27 -0.34 0.24 0.478
H 0.965 3.590 -0.851 -0.13 0.01 -0.36 0.243
C 3.984 -1.860 0.113 -0.38 -1.40 -0.35 0.233
H 3.809 -2.908 -0.151 0.19 0.23 0.08 0.120
H 4.051 -1.174 -0.699 0.05 0.62 -0.16 -0.295
H 3.792 -1.590 1.126 -0.04 0.47 0.39 -0.453
I -2.736 2.068 0.083 0.24 -0.10 0.00 -0.435
```
Forces are in eV/Å.

Properties
Lowest unoccupied orbital energy (alpha / beta) (eV): -0.87 / -0.87
Orbital gap (alpha / beta) (eV): 2.426 / 2.773
Net charge: 0
Highest occupied orbital energy (alpha / beta) (hartree): -0.1213 / -0.1338

=====

[2]
Here is a cluster of 5 separate species, C24H50F3NO9P in total at a distorted geometry from OMol25. Energies are from ωB97M-V with the def2-TZVPD basis set.

XYZ file:
```
88
Properties=species:S:1:pos:R:3:forces:R:3:mulliken_charge:R:1
C 7.951 -0.646 3.097 0.19 0.71 0.40 -1.134
C 6.540 -1.245 3.518 0.14 -0.93 -0.41 -0.399
C 5.934 -2.295 2.456 0.43 -0.29 0.75 -0.482
C 4.688 -3.002 3.165 1.23 -0.52 0.52 -0.524
N 3.396 -2.922 2.400 -1.26 1.00 2.15 -0.264
P 2.155 -2.528 3.544 -0.24 0.64 -1.62 0.155
C 0.607 -1.772 2.793 -0.70 -0.60 -0.37 -0.712
C 0.888 -0.489 1.886 0.53 0.03 0.85 -0.214
C 1.231 0.832 2.710 0.40 1.63 -1.41 -0.017
O 1.599 0.597 4.086 -0.22 -0.47 -0.39 -0.520
C 1.648 -4.137 4.457 -1.16 -2.04 1.29 0.810
F 2.367 -4.301 5.654 -1.18 0.22 -2.84 -0.214
F 0.298 -4.057 4.837 2.59 0.13 -0.87 -0.224
F 1.759 -5.263 3.634 0.13 2.53 1.90 -0.202
H 7.995 -0.276 2.018 -0.24 -0.61 1.38 0.288
H 8.179 0.264 3.755 -0.34 -1.24 -0.91 0.321
H 8.827 -1.361 3.266 -1.44 0.74 -0.31 0.314
H 5.727 -0.458 3.682 1.27 -0.79 -0.21 0.236
H 6.660 -1.826 4.501 -0.13 0.95 -1.28 0.294
H 5.696 -1.775 1.477 -0.03 -0.59 1.16 0.359
H 6.680 -3.130 2.209 -0.90 1.38 0.35 0.282
H 4.938 -4.101 3.365 -0.49 1.49 -0.42 0.238
H 4.548 -2.533 4.205 0.29 -0.53 -1.39 0.299
H 3.435 -2.265 1.611 -0.14 -0.30 0.38 0.395
H 2.586 -1.626 4.582 -0.12 -0.75 -0.55 0.189
H -0.107 -1.580 3.665 1.11 -0.13 -1.07 0.408
H 0.103 -2.571 2.140 0.86 0.96 0.98 0.448
H 1.780 -0.711 1.222 -1.22 0.28 0.50 0.085
H -0.029 -0.292 1.247 1.23 -0.40 0.76 0.250
H 0.362 1.575 2.624 1.01 -1.20 0.36 0.384
H 2.110 1.340 2.161 -1.33 -0.78 0.78 -0.113
H 1.823 1.425 4.547 -0.22 -0.38 -0.61 0.298
O 3.240 1.638 -0.059 0.31 0.24 0.44 -0.512
C 4.004 2.573 -0.164 -0.29 0.05 -0.37 0.829
O 4.404 3.236 0.932 -0.07 -0.52 0.41 -0.398
C 5.438 4.234 0.941 0.09 0.42 -0.10 -0.390
C 4.886 5.594 0.566 -0.18 0.02 -0.14 -0.986
C 4.439 3.060 -1.516 0.55 -0.21 -0.24 -1.246
H 6.279 3.933 0.312 -0.14 -0.03 -0.06 0.368
H 5.817 4.270 1.964 -0.19 -0.23 -0.05 0.300
H 4.481 5.599 -0.447 0.12 0.02 0.01 0.278
H 5.666 6.356 0.629 -0.04 -0.06 0.02 0.365
H 4.068 5.871 1.235 0.13 -0.02 0.03 0.309
H 3.669 3.717 -1.925 0.04 -0.06 0.03 0.298
H 4.561 2.197 -2.172 -0.27 0.08 0.05 0.325
H 5.396 3.579 -1.512 -0.13 0.17 0.04 0.426
O 0.081 2.912 -3.899 -0.29 -0.55 0.10 -0.612
C -0.216 1.850 -3.404 0.02 0.53 0.03 0.499
O -1.334 1.217 -3.792 -0.03 0.12 -0.48 -0.362
C -1.680 -0.123 -3.403 -0.12 -0.21 0.27 -0.584
C -2.378 -0.139 -2.059 0.14 0.21 0.16 -0.334
C 0.604 1.268 -2.289 0.52 -0.47 -0.06 -0.466
H -0.804 -0.777 -3.431 0.06 0.13 0.03 0.376
H -2.366 -0.494 -4.167 0.10 0.23 0.01 0.314
H -1.730 0.241 -1.264 0.08 -0.05 -0.03 0.127
H -2.686 -1.153 -1.798 -0.08 0.08 -0.10 0.357
H -3.260 0.502 -2.080 0.03 -0.20 -0.01 0.043
H 0.304 1.727 -1.345 0.04 -0.02 -0.07 0.185
H 1.655 1.491 -2.478 -0.16 0.21 0.12 0.177
H 0.533 0.185 -2.207 -0.17 0.03 0.13 0.266
O -5.279 0.568 -0.670 0.00 -0.30 0.81 -0.526
C -5.688 -0.284 0.083 -0.02 0.10 -0.73 0.831
O -5.047 -0.521 1.241 0.33 0.40 0.31 -0.331
C -5.549 -1.377 2.279 -0.03 -0.26 -0.03 -0.446
C -5.187 -2.824 2.015 -0.02 -0.11 -0.17 -0.900
C -6.854 -1.151 -0.300 -0.58 0.07 0.23 -1.146
H -6.622 -1.230 2.423 0.05 -0.03 -0.12 0.375
H -5.067 -1.049 3.203 0.03 0.18 -0.21 0.312
H -5.636 -3.189 1.090 -0.06 0.00 0.10 0.272
H -5.523 -3.461 2.836 0.02 0.04 -0.03 0.372
H -4.105 -2.932 1.906 -0.06 0.05 0.09 0.227
H -6.502 -1.963 -0.939 0.01 0.08 0.02 0.231
H -7.570 -0.542 -0.855 0.21 -0.07 -0.12 0.355
H -7.396 -1.562 0.549 0.11 -0.15 -0.03 0.405
O -4.727 -1.101 -3.611 -0.40 0.08 -0.69 -0.541
C -5.400 -0.382 -4.318 0.27 0.14 0.42 0.750
O -5.497 -0.638 -5.632 0.07 -0.58 -0.04 -0.354
C -6.402 0.034 -6.522 0.00 0.30 -0.15 -0.415
C -5.807 1.333 -7.025 0.13 0.14 0.11 -0.957
C -6.056 0.850 -3.760 -0.74 -0.07 0.11 -0.701
H -7.380 0.171 -6.055 0.11 0.04 0.08 0.359
H -6.555 -0.641 -7.366 0.15 -0.12 0.22 0.312
H -5.621 2.034 -6.208 -0.11 -0.01 -0.04 0.278
H -6.477 1.811 -7.743 0.03 -0.05 0.03 0.363
H -4.845 1.149 -7.508 -0.12 -0.05 -0.03 0.294
H -5.326 1.661 -3.728 -0.04 -0.07 0.04 0.228
H -6.394 0.631 -2.748 0.38 0.09 -0.03 -0.045
H -6.935 1.172 -4.315 0.17 0.12 -0.18 0.409
```
Forces are in eV/Å.

Properties
Lowest unoccupied orbital energy (eV): -2.73
Orbital gap (eV): 8.686
Net charge: +1
Highest occupied orbital energy (hartree): -0.4197